# 1
Density functional theory data (wB97M-V/def2-TZVPD) for C20H32F12O17S4V as an isolated structure.

Values from the calculation:
- E (eV) = -157707.40914
- total charge = -2
- multiplicity = 2
- energy above the lowest of the compared OMol25 structures with the same formula, charge and spin (kcal per mole) = 73.9
- E_HOMO (spin up / spin down) (eV) = -3.8 / -3.8
- <S²> = 0.771

Geometry (Å):
V -18.926 -11.335 -17.401
S -19.919 -12.516 -20.558
S -16.025 -11.861 -19.318
S -17.664 -8.567 -15.520
S -18.524 -14.798 -17.805
F -15.594 -9.377 -20.206
F -21.019 -15.773 -18.165
F -20.154 -7.683 -15.401
F -19.671 -17.015 -16.899
F -20.948 -11.830 -22.829
F -21.824 -10.702 -21.180
F -20.679 -15.141 -16.227
F -18.873 -6.987 -13.767
F -14.981 -11.007 -21.589
F -17.075 -10.465 -21.348
F -19.860 -10.159 -21.852
F -19.631 -9.028 -13.802
O -18.789 -13.133 -21.296
O -17.377 -15.301 -17.036
O -19.566 -11.742 -19.361
O -20.953 -13.513 -20.250
O -14.710 -11.939 -18.654
O -21.600 -12.508 -14.416
O -17.854 -12.169 -15.478
O -16.643 -8.943 -14.523
O -23.417 -11.114 -17.656
O -17.088 -11.360 -18.412
O -19.907 -9.335 -18.305
O -18.090 -9.724 -16.343
O -17.276 -7.438 -16.326
O -20.242 -11.397 -16.568
O -16.426 -13.122 -19.967
O -18.748 -13.400 -17.507
O -18.356 -15.050 -19.220
C -16.110 -13.020 -14.124
C -20.682 -11.175 -21.708
C -21.988 -13.516 -13.498
C -17.391 -13.675 -13.724
C -22.315 -11.365 -12.514
C -18.401 -12.683 -14.254
C -21.271 -7.440 -18.656
C -15.904 -10.558 -20.736
C -22.231 -11.294 -14.053
C -21.816 -12.803 -12.206
C -25.562 -11.974 -17.486
C -19.209 -8.014 -14.529
C -21.264 -8.886 -18.217
C -23.261 -12.530 -17.823
C -24.718 -10.692 -17.254
C -20.116 -15.813 -17.212
C -16.423 -12.373 -15.496
C -24.602 -13.073 -17.225
C -20.194 -7.481 -19.698
C -19.154 -8.369 -19.028
H -15.283 -13.727 -14.190
H -22.237 -7.076 -19.003
H -22.449 -13.344 -11.502
H -18.447 -8.824 -19.722
H -16.154 -12.992 -16.352
H -15.841 -11.453 -15.550
H -17.517 -14.607 -14.275
H -18.477 -11.772 -13.661
H -19.391 -13.103 -14.432
H -15.825 -12.243 -13.416
H -23.356 -11.278 -12.201
H -26.452 -12.036 -16.861
H -22.461 -13.009 -17.260
H -19.796 -6.500 -19.955
H -21.714 -8.851 -17.225
H -23.240 -11.273 -14.465
H -20.876 -6.839 -17.837
H -24.978 -9.869 -17.920
H -20.786 -12.808 -11.850
H -25.936 -11.914 -18.508
H -17.536 -13.822 -12.654
H -20.538 -7.976 -20.607
H -21.813 -9.506 -18.925
H -24.490 -13.305 -16.165
H -21.241 -14.309 -13.466
H -23.090 -12.769 -18.873
H -24.880 -13.933 -17.833
H -24.633 -10.437 -16.198
H -21.655 -10.465 -14.462
H -21.704 -10.637 -11.978
H -22.990 -13.856 -13.760
H -18.575 -7.749 -18.343

=====

# 2
Density functional theory data (wB97M-V/def2-TZVPD) for a 32-piece molecular cluster, C39H141N61O32 overall.

Values from the calculation:
- E (eV) = -199160.66072
- total charge = 0
- multiplicity = 1
- energy above the lowest of the compared OMol25 structures with the same formula, charge and spin (kcal per mole) = 0.0
- E_HOMO (eV) = -6.4

Geometry (Å):
O -0.642 -1.509 3.784
O -1.598 -5.121 -2.382
O 7.516 2.426 -0.731
O -6.839 -3.283 -6.378
O 1.390 -3.856 3.743
O -2.132 4.610 1.560
O 0.206 -6.462 2.464
O 2.342 4.534 5.135
O 0.668 -0.048 5.558
O -4.465 -9.302 -0.199
O -5.616 1.130 2.374
O -6.083 -3.975 0.234
O -3.322 -1.301 3.503
O 2.351 -0.055 -6.622
O 6.075 -1.280 0.333
O 3.440 -4.195 -3.459
O -1.773 10.369 -0.086
O 5.572 -1.046 -3.000
O 3.464 3.481 0.359
O 5.087 0.952 4.462
O -2.254 -3.624 -5.853
O -4.684 5.272 -2.605
O -2.702 1.163 -4.836
O 2.229 -7.176 -0.654
O 1.019 7.386 1.917
O -5.620 5.883 1.726
O -5.554 -1.904 -2.112
O 5.098 5.756 -2.318
O -1.951 4.197 5.347
O 1.692 3.551 -5.654
O -1.211 -3.322 5.479
O 1.302 -0.771 1.610
N -3.832 -1.320 -3.398
N -5.653 6.826 3.806
N 1.520 1.788 -4.361
N -1.724 -7.658 2.265
N 5.729 2.409 -2.104
N -5.014 -3.757 -5.408
N -0.713 2.678 6.513
N 4.807 -5.742 -2.637
N -3.817 4.797 0.095
N 3.123 -2.883 2.941
N 4.425 0.093 -4.702
N 3.611 3.612 2.591
N -1.768 4.555 -0.610
N 0.597 6.002 3.530
N 2.596 4.189 7.272
N 0.352 -0.412 0.549
N 2.296 -4.576 1.857
N -3.556 -10.539 -1.757
N -1.620 -4.228 7.489
N 4.358 7.841 -1.894
N 5.378 -3.745 -2.492
N 0.037 -7.070 -0.822
N 0.157 -4.771 6.231
N 2.198 1.701 -8.040
N 3.689 6.214 -0.684
N -4.099 -2.206 5.472
N -0.621 2.651 4.428
N 7.330 3.831 -2.388
N -5.599 3.816 -3.821
N -5.454 -1.310 4.318
N -3.529 1.951 2.387
N 3.511 0.189 -8.526
N -1.685 -5.607 3.187
N -4.856 -2.032 0.721
N 2.243 0.299 4.147
N -4.860 -2.444 -7.011
N -0.066 9.665 1.188
N 5.319 2.971 1.443
N -4.895 -3.545 2.092
N -0.386 -3.956 -4.722
N 3.428 -1.291 -3.248
N 4.413 -0.116 1.197
N -1.467 0.285 -6.419
N -0.307 -3.814 -6.942
N 2.672 6.589 3.093
N 6.245 -0.543 5.608
N 3.911 -1.866 0.148
N 2.866 0.111 6.146
N -3.584 3.523 -3.458
N -4.228 5.351 3.241
N 1.110 -5.616 -1.854
N 6.169 -0.640 3.397
N -5.108 0.230 -2.485
N -4.811 1.675 0.625
N -1.459 8.336 0.240
N -3.194 -3.837 -1.430
N 3.827 3.096 5.913
N 2.258 3.516 -3.507
N -2.430 -8.778 -1.134
N -3.510 -5.882 -1.736
N -3.579 0.564 -6.816
C 1.841 3.000 -4.632
C 2.920 4.018 6.048
C -4.183 -1.710 4.277
C 4.468 -4.524 -2.908
C -1.406 -0.864 -1.062
C -1.185 9.530 0.514
C -2.554 0.752 -5.966
C -0.897 -4.086 6.399
C 1.189 -6.687 -1.094
C -5.379 -3.191 0.936
C 0.528 1.962 1.304
C -0.717 -2.686 0.608
C -4.667 1.543 1.841
C -5.150 6.102 2.833
C 1.820 1.116 -0.788
C -1.011 -6.569 2.624
C 4.419 6.555 -1.673
C 4.847 -1.111 0.510
C -2.701 -4.884 -1.968
C 0.542 1.021 0.008
C 4.111 3.366 1.406
C 2.702 0.609 -7.611
C -1.048 -3.759 -5.808
C 1.805 0.207 5.337
C 0.638 -2.214 -1.342
C 5.816 0.016 4.472
C 6.893 2.801 -1.737
C 4.519 -0.773 -3.617
C -3.504 -9.509 -0.979
C -1.198 3.222 5.386
C -1.215 0.489 -1.831
C -4.596 4.243 -3.204
C -2.558 4.686 0.412
C 2.176 -3.750 2.846
C -0.254 -1.478 -0.245
C 1.434 6.700 2.789
C -0.654 1.542 -0.872
C -4.891 -1.020 -2.612
C -5.698 -3.085 -6.268
H -4.118 2.223 0.135
H -4.938 -2.534 5.928
H 2.581 -0.910 -3.644
H -1.361 -3.441 0.158
H -5.452 1.153 0.045
H -1.394 1.925 -0.169
H -6.143 -1.515 5.026
H 7.011 -1.192 3.479
H -4.439 0.826 -2.950
H -4.429 -11.036 -1.651
H -5.270 6.647 4.724
H -2.743 2.418 1.956
H -4.005 -3.795 -5.443
H -5.706 -0.606 3.639
H 3.086 -1.711 0.710
H 2.395 2.959 -2.676
H -2.164 -0.883 -0.280
H -3.922 -2.715 -6.753
H -0.380 5.961 3.280
H 3.765 0.289 5.723
H 3.315 7.167 2.570
H 5.331 0.210 -5.133
H 3.422 0.020 1.333
H 1.630 -5.281 1.576
H 5.879 -0.111 6.444
H 1.451 1.606 -3.370
H 2.160 4.493 -3.270
H -2.644 -7.700 2.679
H -0.941 7.584 0.672
H -2.693 -2.967 -1.317
H 3.191 -2.144 2.256
H -1.441 -2.292 1.320
H -0.760 0.384 -5.705
H -1.257 -8.510 1.986
H 0.011 -7.978 -0.380
H -5.904 7.762 3.521
H 2.693 2.183 -8.776
H -4.030 4.862 -0.890
H 1.693 2.246 -7.356
H -4.107 -3.940 -1.011
H -0.801 4.556 -0.318
H -0.631 3.157 3.554
H 5.268 1.643 -1.633
H 4.804 7.981 -2.790
H -0.651 -2.188 4.463
H -4.198 -2.946 2.510
H -1.257 -4.856 3.710
H -1.055 3.178 7.321
H 3.166 -4.465 1.356
H 0.556 -4.317 -4.778
H 2.957 -2.470 3.848
H -4.394 5.005 0.897
H -3.486 1.808 3.386
H 3.112 0.761 3.922
H -2.293 -8.109 -0.390
H 0.491 10.498 1.317
H -1.390 -0.351 -7.200
H -5.918 0.615 -2.020
H 3.486 -2.045 -2.579
H 3.357 0.671 -9.400
H -0.426 2.393 -1.514
H -2.054 4.949 -1.494
H 0.070 -2.957 -1.900
H 1.397 1.845 1.953
H 5.771 2.910 0.542
H 5.368 -5.904 -1.812
H 3.110 6.955 -0.316
H 1.095 5.593 4.308
H -3.754 -2.312 -3.573
H 5.739 -0.445 2.504
H 1.917 4.904 7.488
H -3.717 4.678 2.688
H -0.327 1.906 1.978
H -5.640 -4.275 -4.808
H 6.781 -1.399 5.610
H 6.576 4.503 -2.362
H 4.434 2.848 6.681
H 3.643 5.215 -0.543
H 0.677 3.008 1.037
H -1.537 -1.180 3.679
H 1.498 1.125 -5.123
H 1.008 -1.376 -1.932
H -0.700 0.341 -2.780
H -6.565 4.111 -3.815
H 3.540 0.376 -5.098
H -3.853 5.452 4.173
H 3.970 2.642 5.022
H -3.150 -2.486 5.677
H 4.149 -6.486 -2.820
H -0.267 1.776 6.599
H -2.907 -10.631 -2.525
H -0.982 -4.104 -3.920
H 2.874 -0.227 7.098
H -2.509 -3.752 7.549
H -3.581 2.771 -4.132
H -5.059 -2.197 -7.970
H -2.169 0.954 -2.080
H 4.154 3.495 3.434
H 1.962 -5.134 -2.103
H 4.238 -2.621 -0.438
H -0.791 -6.593 -1.150
H 2.714 1.045 -0.169
H 0.435 8.838 1.480
H -2.636 3.779 -3.220
H -3.343 0.536 -7.798
H 0.120 -3.163 1.118
H 0.673 -4.009 -6.799
H 0.492 -5.329 7.004
H 1.853 0.351 -1.563
H 8.271 4.141 -2.188
H 1.828 2.133 -1.180
H -1.314 -4.511 8.409
H 5.220 -2.757 -2.628
H -0.853 -3.836 -7.792
H -3.233 -6.846 -1.849
H 0.570 -4.507 5.348
H -0.135 -1.658 2.982
H -2.230 8.146 -0.384
H 3.854 -0.735 -8.307
H 1.523 -2.662 -0.890
H 0.202 -5.219 -2.049
H 2.875 4.286 2.429
H -4.487 -5.632 -1.786
H -1.584 -9.149 -1.543
H 1.759 -0.132 3.372
H -4.931 -1.546 -0.162
H 0.067 2.005 4.789
H 6.032 -3.901 -1.738
H 5.801 3.356 2.243
H 3.052 3.676 8.013
H -4.336 -1.434 1.347
H 2.938 5.803 3.669
H -4.965 -4.511 2.380
H 5.456 2.980 -2.891
H 3.469 8.314 -1.821
H -1.720 -1.534 -1.863
H -2.682 -5.667 3.339
H -4.509 0.715 -6.453
H 5.060 0.657 1.135
H -3.216 -0.636 -3.814
H -5.527 2.930 -4.301